Entry from OMol25: an isolated molecule of C23H24ClN3O4 at a distorted geometry (wB97M-V/def2-TZVPD).

Atoms and positions in Å:
C -4.8534 -0.0335 2.3702
C -3.9114 0.5350 1.1872
C -3.4717 1.9479 1.2134
C -2.7940 2.3640 0.1956
C -2.4757 1.4294 -1.0165
C -2.9827 0.1984 -0.8961
C -3.7894 -0.3532 0.2550
Cl -4.2487 -1.8524 -0.1178
C -2.6266 -0.5367 -2.2210
H -1.8947 -0.0648 -2.8257
H -3.5377 -0.6644 -2.6329
H -2.1702 -1.3745 -1.9008
H -1.8812 1.8139 -1.7860
O -2.4740 3.7998 0.4268
C -1.6255 4.2816 -0.6645
C -0.3289 3.6387 -0.3705
C 0.5382 3.0581 0.5957
C 1.6216 2.6366 -0.0066
N 1.6744 2.9425 -1.4523
O 0.3606 3.4861 -1.5326
C 2.7433 2.0890 0.5803
O 2.8726 2.5566 1.9717
N 3.5481 1.2674 0.1274
C 3.2630 0.5902 -1.0436
H 2.4237 1.1336 -1.9018
C 3.2911 -0.9633 -1.0705
H 2.5126 -1.5706 -1.7911
H 4.2049 -1.3155 -1.2571
C 2.6691 -1.3399 0.4796
C 3.9010 -0.9519 1.4135
H 4.6237 -1.5967 1.3026
C 4.4662 0.3915 0.7627
H 4.7880 1.0751 1.7690
H 5.3719 0.1128 0.2681
H 3.4207 -0.8867 2.3499
H 1.8886 -0.5181 0.6413
O 2.5082 -2.6754 0.3771
C 1.2912 -3.1670 0.3962
C 0.2567 -2.4352 -0.4922
N -0.9787 -2.9092 -0.7886
C -0.9826 -4.3967 -0.4887
C -0.2563 -5.0475 0.2171
C 0.9773 -4.5897 0.4002
H 1.7986 -5.2587 0.8889
H -0.4154 -6.1053 0.0832
H -1.8585 -4.7778 -0.9888
H 0.4346 -1.5341 -0.6937
H 4.2968 0.6400 -1.8395
H 0.3203 3.3376 1.4867
H -1.6790 5.4140 -0.1820
H -1.9811 4.3026 -1.6095
H -3.8691 2.5336 2.0211
H -4.9096 0.7693 2.9560
H -4.3343 -0.9725 2.8331
H -5.7367 -0.4538 2.0010

Forces on atoms 1 to 6 (eV/Å):
C 4.32 -2.92 -2.38
C -3.35 0.60 5.18
C -2.62 -4.75 1.66
C 2.14 2.26 -2.74
C -1.47 3.66 5.63
C 0.91 -0.34 -1.87

Results
- Structure (SMILES): Cc1cc(OCc2cc(C(=O)N3CCC(Oc4cccnc4)CC3)no2)cc(C)c1Cl
- Calculated total energy: -49405.251 eV
- LUMO level: -0.3 eV
- Spin multiplicity: 1